No. 1
Formula: C23H24IrNO5Se4Si
Source: the Open Molecules 2025 dataset
Level of theory: ωB97M-V/def2-TZVPD

Each line ends with the Mulliken spin population.
Atoms and positions in Å:
Ir (-0.666, -0.517, 2.179)  1.280
O (1.210, -3.656, -0.426)  0.001
C (0.450, -3.378, 0.646)  -0.037
O (-0.735, -3.547, 0.690)  -0.004
C (1.271, -2.944, 1.829)  -0.048
C (2.409, -3.638, 2.161)  0.180
C (3.035, -3.354, 3.398)  0.035
C (2.476, -2.447, 4.246)  0.077
C (1.295, -1.763, 3.856)  0.173
N (0.754, -1.985, 2.604)  0.217
C (0.553, -0.861, 4.638)  0.233
O (0.858, -0.547, 5.900)  0.056
O (-0.498, -0.269, 4.181)  0.080
H (0.611, -3.948, -1.129)  0.000
H (2.788, -4.399, 1.496)  0.012
H (3.941, -3.874, 3.677)  0.003
H (2.943, -2.244, 5.201)  0.019
H (1.596, -1.082, 6.214)  -0.004
Se (-1.922, 2.479, 3.710)  0.066
Se (-3.528, 4.105, 3.159)  0.239
Se (-5.493, 3.151, 3.560)  0.756
Se (-2.437, 0.984, 2.012)  0.515
C (-1.333, -1.934, -2.433)  0.001
C (-1.783, -0.492, -2.152)  -0.001
C (-1.931, 0.240, -3.490)  0.001
C (-3.126, -0.548, -1.413)  0.011
Si (-0.467, 0.303, -1.051)  0.004
O (-0.317, -0.643, 0.287)  0.106
C (-0.807, 2.099, -0.597)  0.048
C (-1.933, 2.844, -0.952)  0.010
C (-2.092, 4.158, -0.530)  -0.012
C (-1.123, 4.756, 0.261)  0.005
C (0.010, 4.038, 0.621)  0.001
C (0.164, 2.730, 0.191)  -0.009
C (1.195, 0.326, -1.920)  -0.008
C (2.191, -0.609, -1.636)  -0.008
C (3.410, -0.587, -2.303)  -0.001
C (3.653, 0.377, -3.271)  0.000
C (2.679, 1.322, -3.562)  0.001
C (1.467, 1.297, -2.888)  0.000
H (-2.054, -2.423, -3.097)  0.000
H (-1.285, -2.512, -1.509)  0.000
H (-0.356, -1.961, -2.925)  0.000
H (-2.677, -0.268, -4.110)  0.000
H (-0.990, 0.246, -4.046)  0.000
H (-2.253, 1.276, -3.372)  0.000
H (-3.873, -1.058, -2.031)  0.000
H (-3.520, 0.443, -1.175)  0.003
H (-3.035, -1.110, -0.480)  -0.006
H (-2.712, 2.399, -1.558)  -0.004
H (-2.978, 4.713, -0.815)  0.002
H (-1.248, 5.779, 0.595)  -0.003
H (0.772, 4.498, 1.238)  0.002
H (1.056, 2.182, 0.478)  0.001
H (2.016, -1.362, -0.878)  0.006
H (4.170, -1.320, -2.064)  0.000
H (4.602, 0.397, -3.792)  0.000
H (2.868, 2.083, -4.309)  0.000
H (0.724, 2.055, -3.112)  0.000

Results
LUMO energy (spin up / spin down)	-0.114 / -1.981	eV
HOMO-LUMO gap (spin up / spin down)	6.61 / 6.33	eV
M	930.59	g/mol
multiplicity	5
maximum force	0.1	eV/A
expectation value of S²	6.030
ΔE to the lowest compared entry with this formula, charge and spin	13.6	kJ/mol



No. 2
Formula: C53H45N4O2P4PdSe2
Source: the Open Molecules 2025 dataset
Level of theory: ωB97M-V/def2-TZVPD

Each line ends with the Löwdin charge.
Atoms and positions in Å:
Pd (-1.052, 0.336, 0.281)  0.648
Se (4.530, 3.922, 0.587)  0.406
P (4.602, 1.881, 0.102)  0.553
C (5.230, 1.548, -1.567)  -0.362
C (4.606, 0.665, -2.443)  -0.087
C (5.132, 0.460, -3.714)  -0.073
C (6.283, 1.125, -4.105)  -0.076
C (6.914, 1.998, -3.226)  -0.070
C (6.389, 2.213, -1.964)  -0.090
C (5.653, 0.891, 1.194)  -0.342
C (5.977, -0.426, 0.862)  -0.083
C (6.817, -1.156, 1.684)  -0.073
C (7.340, -0.578, 2.835)  -0.077
C (7.024, 0.731, 3.162)  -0.076
C (6.181, 1.468, 2.341)  -0.105
C (2.975, 1.088, 0.128)  -0.411
C (1.680, 1.582, 0.073)  -0.416
N (0.883, 0.481, 0.081)  -0.217
N (1.626, -0.605, 0.166)  -0.015
N (2.888, -0.260, 0.191)  0.024
P (0.852, 3.154, 0.084)  0.697
Se (-1.235, 2.657, -0.347)  0.495
C (1.030, 3.882, 1.717)  -0.368
C (0.833, 3.043, 2.811)  -0.086
C (0.962, 3.548, 4.094)  -0.067
C (1.276, 4.887, 4.286)  -0.065
C (1.462, 5.722, 3.195)  -0.062
C (1.344, 5.222, 1.908)  -0.096
C (1.407, 4.257, -1.208)  -0.389
C (0.694, 5.437, -1.426)  -0.111
C (1.076, 6.291, -2.447)  -0.066
C (2.155, 5.962, -3.258)  -0.061
C (2.844, 4.775, -3.060)  -0.055
C (2.471, 3.920, -2.036)  -0.122
H (3.718, 0.128, -2.136)  0.095
H (4.643, -0.226, -4.393)  0.105
H (6.693, 0.962, -5.093)  0.106
H (7.814, 2.516, -3.530)  0.108
H (6.864, 2.914, -1.287)  0.097
H (5.570, -0.878, -0.033)  0.099
H (7.067, -2.176, 1.426)  0.106
H (8.001, -1.150, 3.473)  0.105
H (7.436, 1.184, 4.054)  0.106
H (5.932, 2.495, 2.580)  0.054
H (0.585, 1.998, 2.666)  0.080
H (0.827, 2.894, 4.945)  0.103
H (1.384, 5.279, 5.289)  0.109
H (1.720, 6.762, 3.343)  0.111
H (1.541, 5.869, 1.064)  0.101
H (-0.166, 5.684, -0.814)  0.107
H (0.529, 7.208, -2.614)  0.110
H (2.454, 6.633, -4.053)  0.110
H (3.680, 4.514, -3.695)  0.114
H (3.012, 2.997, -1.888)  0.058
O (-3.096, 0.275, 0.486)  -0.486
P (-4.008, -0.759, -0.143)  0.769
C (-3.653, -2.384, 0.596)  -0.271
P (-1.999, -2.984, 0.136)  0.754
O (-1.070, -1.814, 0.018)  -0.418
C (-2.160, -3.893, -1.394)  -0.290
C (-3.148, -4.858, -1.593)  -0.109
C (-3.201, -5.556, -2.787)  -0.069
C (-2.276, -5.285, -3.788)  -0.065
C (-1.299, -4.320, -3.596)  -0.059
C (-1.235, -3.622, -2.398)  -0.051
C (-1.474, -4.119, 1.420)  -0.264
C (-1.679, -5.495, 1.360)  -0.061
C (-1.246, -6.304, 2.401)  -0.065
C (-0.595, -5.747, 3.490)  -0.065
C (-0.368, -4.377, 3.542)  -0.067
C (-0.804, -3.562, 2.512)  -0.070
C (-3.881, -0.952, -1.916)  -0.303
C (-4.650, -1.936, -2.543)  -0.096
C (-4.525, -2.153, -3.903)  -0.064
C (-3.636, -1.385, -4.646)  -0.059
C (-2.880, -0.399, -4.031)  -0.054
C (-2.999, -0.182, -2.665)  -0.062
C (-5.710, -0.394, 0.254)  -0.273
C (-6.107, -0.504, 1.590)  -0.073
C (-7.399, -0.176, 1.960)  -0.065
C (-8.300, 0.271, 1.002)  -0.061
C (-7.909, 0.396, -0.322)  -0.060
C (-6.614, 0.069, -0.699)  -0.061
H (-4.433, -3.104, 0.344)  0.078
H (-3.646, -2.247, 1.681)  0.076
H (-3.877, -5.074, -0.820)  0.108
H (-3.964, -6.308, -2.941)  0.111
H (-2.320, -5.829, -4.722)  0.111
H (-0.583, -4.109, -4.379)  0.112
H (-0.480, -2.862, -2.235)  0.114
H (-2.156, -5.943, 0.499)  0.094
H (-1.402, -7.374, 2.350)  0.111
H (-0.246, -6.383, 4.293)  0.111
H (0.174, -3.952, 4.377)  0.108
H (-0.588, -2.501, 2.521)  0.081
H (-5.347, -2.538, -1.970)  0.117
H (-5.116, -2.921, -4.384)  0.113
H (-3.537, -1.556, -5.710)  0.112
H (-2.193, 0.204, -4.610)  0.114
H (-2.400, 0.587, -2.190)  0.054
H (-5.404, -0.838, 2.343)  0.104
H (-7.705, -0.266, 2.994)  0.110
H (-9.311, 0.527, 1.291)  0.112
H (-8.610, 0.752, -1.064)  0.112
H (-6.313, 0.175, -1.733)  0.109
C (-1.928, -0.421, 5.376)  -0.038
C (-1.540, -0.171, 3.987)  -0.222
N (-1.237, 0.025, 2.898)  0.156
H (-2.998, -0.267, 5.493)  0.087
H (-1.396, 0.263, 6.034)  0.088
H (-1.680, -1.445, 5.649)  0.083

Results
LUMO energy (spin up / spin down)	-2.329 / -2.329	eV
charge	+1
HOMO-LUMO gap (spin up / spin down)	7.28 / 7.29	eV
M	1158.20	g/mol
maximum force	0.7	eV/A
ΔE to the lowest compared entry with this formula, charge and spin	0.0	kJ/mol



No. 3
Formula: C7H11N
Source: the Open Molecules 2025 dataset
Level of theory: ωB97M-V/def2-TZVPD

Each line ends with the Löwdin charge.
Atoms and positions in Å:
C (0.683, 0.045, 1.567)  -0.086
C (-0.387, -0.822, -0.356)  -0.257
C (0.921, -0.070, -0.018)  -0.201
C (-0.752, 0.577, 0.186)  -0.327
C (-0.886, -2.042, 0.414)  -0.072
C (2.113, 0.329, -0.854)  -0.065
C (-1.351, 1.780, -0.360)  -0.062
N (-0.530, 0.457, 1.642)  0.088
H (1.268, -0.281, 2.368)  0.084
H (-0.568, -0.879, -1.479)  0.156
H (-0.499, -2.149, 1.425)  0.067
H (-0.705, -3.010, -0.251)  0.115
H (-1.934, -1.923, 0.357)  0.054
H (2.698, -0.599, -0.930)  0.077
H (2.637, 1.180, -0.319)  0.088
H (1.867, 0.939, -1.749)  0.079
H (-1.147, 2.690, 0.219)  0.079
H (-2.446, 1.795, -0.428)  0.073
H (-0.983, 1.984, -1.436)  0.109

Results
LUMO energy	0.954	eV
SMILES	C[C@@H]1[C@]2(C)C=N[C@]12C
HOMO-LUMO gap	8.55	eV
M	109.17	g/mol
maximum force	4.7	eV/A
ΔE to the lowest compared entry with this formula, charge and spin	422.8	kJ/mol



No. 4
Formula: C6H12N2
Source: the Open Molecules 2025 dataset
Level of theory: ωB97M-V/def2-TZVPD

Each line ends with the Löwdin charge.
Atoms and positions in Å:
C (-1.247, 0.573, -0.269)  -0.093
C (-1.315, -0.623, -0.244)  -0.074
C (-1.139, 2.057, -0.064)  -0.108
C (-2.494, -2.851, 0.112)  -0.113
C (2.906, 1.245, -0.650)  -0.136
C (-1.065, -2.106, -0.039)  -0.217
N (2.386, 1.574, 1.593)  0.037
N (2.046, 1.240, 0.486)  -0.158
H (-0.462, 2.328, 0.721)  0.041
H (-0.829, 2.520, -1.031)  0.081
H (-2.106, 2.398, 0.245)  0.055
H (-3.240, -2.278, -0.445)  0.051
H (-2.896, -2.944, 1.097)  0.043
H (-2.564, -3.824, -0.486)  0.078
H (3.949, 0.773, -0.564)  0.099
H (2.443, 0.717, -1.431)  0.042
H (3.175, 2.286, -0.946)  0.092
H (-0.465, -2.787, -0.755)  0.121
H (-0.523, -2.060, 0.893)  0.082
H (3.438, 1.761, 1.776)  0.076

Results
LUMO energy	0.865	eV
SMILES	[H]/N=N\C.CC#CCC
HOMO-LUMO gap	9.77	eV
M	112.18	g/mol
maximum force	3.4	eV/A
ΔE to the lowest compared entry with this formula, charge and spin	448.8	kJ/mol



No. 5
Formula: C5H6N
Source: the Open Molecules 2025 dataset
Level of theory: ωB97M-V/def2-TZVPD

Each line ends with the Löwdin charge.
Atoms and positions in Å:
C (-0.083, 0.279, -0.408)  -0.290
C (-0.734, 1.480, -0.478)  0.225
C (-0.187, -1.125, 1.599)  0.048
C (0.583, -0.360, 0.795)  -0.118
C (0.504, -0.760, -2.636)  0.368
N (0.268, -0.340, -1.580)  0.172
H (-0.870, 1.844, -1.456)  0.077
H (-1.208, 2.071, 0.207)  0.073
H (0.092, -1.633, 2.578)  0.102
H (-1.192, -1.358, 1.309)  0.061
H (1.689, -0.151, 1.101)  0.150
H (0.831, -1.349, -3.446)  0.131

Results
LUMO energy	-5.488	eV
charge	+1
SMILES	C#[N+]C(=C)C=C
HOMO-LUMO gap	8.99	eV
M	80.11	g/mol
maximum force	4.4	eV/A
ΔE to the lowest compared entry with this formula, charge and spin	355.4	kJ/mol